## a
Here is 2 unconnected molecules or ions with the total composition C2H3FS2 from the OMol25 dataset. Energies are from ωB97M-V with the def2-TZVPD basis set.

Output
Gap between HOMO and LUMO ... 8.5 eV

Atoms and positions in Å:
C -1.55172 1.64059 -0.05385
C -1.20276 0.84188 -0.86917
F 1.83595 -2.79697 2.34450
S 0.46845 -0.11408 1.67357
S 1.12689 -1.30308 2.99803
H -2.00282 2.26237 0.79801
H 2.38461 -0.49278 3.18792
H -0.84376 0.39194 -1.82297

Atom charges from the Löwdin analysis, given in e for atoms 1 to 6:
1. C -0.094
2. C -0.093
3. F -0.515
4. S 0.141
5. S 0.449
6. H 0.070

=====

## b
Here is 2 unconnected molecules or ions with the total composition C2H3FS2 from the OMol25 dataset. Energies are from ωB97M-V with the def2-TZVPD basis set.

Output
Gap between HOMO and LUMO ... 8.6 eV

Atoms and positions in Å:
C 1.99285 1.05671 1.58591
C 1.34099 1.47961 0.64858
F 2.38712 0.62045 2.71780
S -1.26828 -1.04573 -0.79281
S -1.46531 -0.72186 -2.79311
H -2.63704 -0.85179 -0.51476
H 1.06167 1.76912 -0.34118
H -1.41199 -2.30651 -0.51043

Atom charges from the Löwdin analysis, given in e for atoms 1 to 6:
1. C -0.239
2. C 0.091
3. F 0.121
4. S 0.328
5. S -0.120
6. H -0.064

=====

## c
Here is C2H3FS2 in the gas phase from the OMol25 dataset. Energies are from ωB97M-V with the def2-TZVPD basis set.

Output
Gap between HOMO and LUMO (alpha / beta) ... 6.7 / 6.7 eV

Atoms and positions in Å:
C -1.27826 0.50536 -0.03597
C 1.36646 -0.50333 0.01621
F 2.70147 -0.57178 -0.05893
S 0.76036 0.99388 -0.13044
S -1.45308 -1.18717 -0.08302
H -1.53485 1.00774 0.79598
H -1.44302 1.12261 -0.86300
H 0.88092 -1.36731 0.35918

Atom charges from the Löwdin analysis, given in e for atoms 1 to 6:
1. C -0.844
2. C -0.518
3. F -0.011
4. S 0.976
5. S 0.446
6. H -0.033

=====

Name the least stable of them. b.

=====

## a
Here is C6H11P in the gas phase from the OMol25 dataset. Energies are from ωB97M-V with the def2-TZVPD basis set.

Output
SMILES ... C[C@@]12CC[C@]1(P)C2
Gap between HOMO and LUMO ... 9.8 eV

Atoms and positions in Å:
C 1.20681 0.69188 -0.67578
C -0.02221 1.60727 -0.60051
C 0.07570 0.45396 1.47778
C 0.56545 -0.29736 0.24995
C -0.72287 0.52483 0.16221
C 0.83160 -1.85126 0.20173
P -2.78079 -0.02324 -0.24194
H 1.45540 0.24823 -1.63320
H 2.18640 1.16569 -0.46070
H 0.19441 2.48060 0.02013
H -0.56887 1.87699 -1.55179
H -0.43372 -0.17577 2.24210
H 0.48819 1.41453 1.82405
H 1.19046 -2.24074 1.16077
H 1.68802 -1.99455 -0.61102
H -0.10041 -2.21440 -0.03451
H -2.67645 -1.42166 0.09638
H -2.57713 -0.24501 -1.62565

Atom charges from the Löwdin analysis, given in e for atoms 1 to 6:
1. C -0.157
2. C -0.185
3. C -0.069
4. C -0.423
5. C -0.479
6. C -0.003

=====

## b
Here is C6H11P in the gas phase from the OMol25 dataset. Energies are from ωB97M-V with the def2-TZVPD basis set.

Output
Gap between HOMO and LUMO (alpha / beta) ... 7.7 / 7.6 eV

Atoms and positions in Å:
C 1.24389 -1.38059 -0.19911
C 1.34715 -0.09993 0.27210
C 0.48311 -1.79425 -1.40535
C -0.88173 -1.01186 -1.59898
C 0.45681 0.88591 -0.29425
C -0.69394 1.57426 2.19985
P -0.30387 2.28228 0.44711
H 1.84169 -2.16612 0.09813
H 1.84160 0.01646 1.24853
H 1.02755 -1.53294 -2.42423
H 0.34289 -2.83339 -1.35399
H -1.24973 -0.74669 -2.50119
H -1.61485 -0.76823 -0.77326
H 0.34795 0.95049 -1.35274
H -1.80085 1.77204 2.52235
H -0.07267 1.98492 2.98172
H -0.68059 0.41594 2.22089
H -1.63441 2.45169 -0.08759

Atom charges from the Löwdin analysis, given in e for atoms 1 to 6:
1. C -0.138
2. C -0.172
3. C -0.238
4. C 0.017
5. C -0.440
6. C -0.350

=====

Name the least stable of them. b.

=====

## a
Here is a gas-phase ion, C6H11N2OS (charge +1) from the OMol25 dataset. Energies are from ωB97M-V with the def2-TZVPD basis set.

Output
Charge ... +1
Gap between HOMO and LUMO ... 9.0 eV

Atoms and positions in Å:
C 1.66052 -1.48204 0.08388
C 0.74046 -0.64159 0.92903
O 0.10700 -1.08386 1.84739
N 0.60688 0.75983 0.59313
C 1.76236 1.36003 -0.07898
C -0.65847 1.16194 0.09411
C -1.87727 0.42659 0.63500
N -2.03976 -0.76485 -0.20572
C -1.66217 -0.59536 -1.43348
S -0.88034 0.85716 -1.77820
H 1.49459 -2.52494 0.33655
H 2.70376 -1.24961 0.30060
H 1.50113 -1.31306 -0.98277
H 1.70968 2.44265 0.03425
H 2.67006 1.03270 0.41754
H 1.82929 1.09997 -1.14000
H -0.79762 2.23112 0.24869
H -1.85420 0.20543 1.69536
H -2.74438 1.06545 0.43818
H -2.44404 -1.62433 0.14406
H -1.82749 -1.36321 -2.17861

Atom charges from the Löwdin analysis, given in e for atoms 1 to 6:
1. C 0.017
2. C -0.456
3. O 0.116
4. N -0.113
5. C -0.055
6. C -0.437

=====

## b
Here is 2 unconnected molecules or ions with the total composition C6H11N2OS from the OMol25 dataset. Energies are from ωB97M-V with the def2-TZVPD basis set.

Output
Charge ... +1
Gap between HOMO and LUMO ... 9.7 eV

Atoms and positions in Å:
C -2.50459 -1.45335 0.21176
C -2.21374 -2.44233 -0.73112
C -0.55559 -0.62980 -0.60271
C 0.30971 2.00846 -0.51183
C 1.47717 0.35404 1.17514
C 1.17042 0.78777 -0.25814
N -1.53547 -0.49997 0.21854
N 2.07803 0.35560 -1.15201
O 0.45776 0.95352 1.95399
S -0.72318 -2.08382 -1.50632
H -3.23707 -1.51819 1.01985
H -2.76164 -3.32163 -1.06476
H -0.29998 1.73010 -1.34698
H 0.94965 2.84930 -0.83095
H -0.34931 2.18917 0.36439
H 1.50145 -0.88775 1.24036
H 2.47163 0.67369 1.41163
H 2.71527 -0.33611 -1.03304
H 2.13705 0.62010 -2.15580
H -1.37392 0.28086 0.87936
H 0.28634 0.37033 2.71864

Atom charges from the Löwdin analysis, given in e for atoms 1 to 6:
1. C -0.139
2. C -0.347
3. C -0.432
4. C -0.009
5. C -0.190
6. C -0.318

=====

Name the least stable of them. b.

=====

## a
Here is 2 unconnected molecules or ions with the total composition C3H9N2OP from the OMol25 dataset. Energies are from ωB97M-V with the def2-TZVPD basis set.

Output
Gap between HOMO and LUMO (alpha / beta) ... 7.7 / 7.7 eV

Atoms and positions in Å:
C -2.14719 -2.24762 0.23104
C -0.97573 -1.69666 0.53539
C -0.29969 -0.79117 -0.25674
N 0.19425 2.76525 0.00969
N 2.14262 0.48409 -1.00033
O 2.03704 -0.81922 1.35323
P 1.25171 -0.24083 0.20544
H -2.46042 -3.07432 0.76115
H -2.89499 -1.92597 -0.63994
H -0.38251 -2.06010 1.32219
H -0.66226 -0.52997 -1.26337
H 0.38889 2.15932 0.78488
H -0.51063 2.33057 -0.48176
H 1.40252 1.04812 -1.43205
H 2.95360 0.98360 -0.54659
H -0.03720 3.61492 0.41777

Atom charges from the Löwdin analysis, given in e for atoms 1 to 6:
1. C -0.012
2. C -0.329
3. C -0.305
4. N 0.045
5. N -0.101
6. O -0.358

=====

## b
Here is a molecular structure, C3H9N2OP from the OMol25 dataset. Energies are from ωB97M-V with the def2-TZVPD basis set.

Output
Gap between HOMO and LUMO (alpha / beta) ... 6.9 / 7.8 eV

Atoms and positions in Å:
C 1.62763 0.56355 0.29441
C 1.86666 -0.51634 -0.70282
C 0.13219 0.64401 0.56768
N 1.12472 -1.61785 -0.25100
N -2.86455 0.32521 -0.67599
O -2.53256 -0.51645 0.38209
P -0.30907 -1.04868 0.28700
H 2.21118 0.28879 1.16790
H 2.25012 1.52029 0.08329
H 1.72048 -0.21293 -1.69063
H 2.93688 -0.87249 -0.62098
H -0.23486 0.98409 1.49259
H -0.30581 1.31119 -0.18480
H -3.48240 1.07132 -0.24014
H -3.45584 -0.30528 -1.31160
H -0.68478 -1.61842 1.40299

Atom charges from the Löwdin analysis, given in e for atoms 1 to 6:
1. C -0.282
2. C -0.397
3. C -0.321
4. N -0.203
5. N -0.149
6. O -0.422

=====

Name the least stable of them. b.

=====

## a
Here is a molecular structure, C2H4BrNO2 from the OMol25 dataset. Energies are from ωB97M-V with the def2-TZVPD basis set.

Output
Gap between HOMO and LUMO (alpha / beta) ... 6.5 / 6.5 eV

Atoms and positions in Å:
C -0.66208 0.32974 -0.20093
C -0.65355 -0.83067 0.54621
N -1.07336 -2.06981 -0.00080
O -1.67817 -2.76391 0.82113
O -1.04618 -2.21806 -1.23910
Br -3.75121 0.56829 -0.03725
H -0.39639 0.13258 -1.30512
H -0.30772 1.31962 0.37335
H -1.85536 0.41001 -0.42432
H -0.60722 -0.76630 1.65585

Atom charges from the Löwdin analysis, given in e for atoms 1 to 6:
1. C -0.114
2. C -0.057
3. N -0.366
4. O 0.101
5. O 0.080
6. Br 0.002

=====

## b
Here is C2H4BrNO2 in the gas phase from the OMol25 dataset. Energies are from ωB97M-V with the def2-TZVPD basis set.

Output
SMILES ... O=[N+]([O-])CCBr
Gap between HOMO and LUMO ... 10.8 eV

Atoms and positions in Å:
C 0.07618 0.61660 0.17786
C 0.74321 -0.88247 0.24188
N -1.07362 0.57239 -0.83946
O -0.74582 0.71170 -1.98910
O -2.19070 0.40563 -0.40934
Br 0.70635 -1.34965 2.07584
H -0.40663 0.89077 1.16304
H 0.84650 1.44200 -0.04450
H 0.21343 -1.65179 -0.23578
H 1.83113 -0.75518 -0.14044

Atom charges from the Löwdin analysis, given in e for atoms 1 to 6:
1. C -0.143
2. C -0.597
3. N -0.442
4. O 0.075
5. O 0.079
6. Br 0.675

=====

Name the least stable of them. a.